1.
A gas-phase ion, C4H9O2S2 (charge -1) in a non-equilibrium geometry. Source: the OMol25 dataset; level of theory: the ωB97M-V functional and the def2-TZVPD basis.

Output
Energy relative to the best compared isomer or geometry (same formula, charge and spin) ... 154.2 kJ/mol
HOMO energy ... -3.73 eV
Total charge ... -1
Strongest force on any atom ... 3.2 eV/A
Frontier orbital gap ... 0.2704 hartree
E_tot ... -1104.68230 Eh

Atoms and positions in Å:
S1 -0.2832 -1.9588 -1.9768
S2 -0.1938 0.4109 -1.7598
O1 -1.3069 -2.4185 -1.0307
O2 -0.8612 -2.1924 -3.2938
C1 -1.2240 0.1338 0.8369
C2 0.6519 1.8524 0.3565
C3 1.1730 -0.5656 0.5363
C4 0.0886 0.4318 0.0778
H1 2.1785 -0.6943 -0.0974
H2 1.4033 -0.0618 1.5419
H3 -1.0995 0.2322 1.9900
H4 -1.5862 -0.9860 0.4926
H5 1.1879 1.6554 1.2915
H6 1.3452 2.2282 -0.4350
H7 -0.1672 2.5466 0.5172
H8 -2.0372 0.9049 0.3798
H9 0.7308 -1.5189 0.5731

These are the natural (NBO) partial charges, in e, on atoms 1 to 5: 1.50 -0.30 -1.02 -1.00 -0.68


2.
2 unconnected molecules or ions with the total composition C4H9O3 in a non-equilibrium geometry. Source: the OMol25 dataset; level of theory: the ωB97M-V functional and the def2-TZVPD basis.

Output
Energy relative to the best compared isomer or geometry (same formula, charge and spin) ... 337.8 kJ/mol
HOMO energy ... -2.98 eV
Total charge ... -1
Strongest force on any atom ... 3.8 eV/A
Frontier orbital gap ... 0.2490 hartree
E_tot ... -383.47787 Eh

Atoms and positions in Å:
O1 -0.8895 -2.1903 1.4290
O2 2.5520 0.9911 -1.1592
O3 -1.1252 2.8970 0.4125
C1 -0.0381 -1.9409 0.5071
C2 -1.2115 1.7279 0.0817
C3 -0.4497 -0.5236 -0.3184
C4 -0.4300 0.6776 0.6549
H1 1.6652 1.3495 -0.8539
H2 0.6490 1.0325 0.7443
H3 -1.9746 1.2812 -0.6057
H4 2.3343 0.0363 -1.3516
H5 -1.4503 -0.7985 -0.7048
H6 -0.1080 -2.7268 -0.3653
H7 1.0486 -1.8175 1.0249
H8 -0.6908 0.2508 1.7020
H9 0.1186 -0.2464 -1.1977

These are the natural (NBO) partial charges, in e, on atoms 1 to 5: -0.91 -0.95 -0.57 0.05 0.44


3.
2 unconnected molecules or ions with the total composition C4H9O3 in a non-equilibrium geometry. Source: the OMol25 dataset; level of theory: the ωB97M-V functional and the def2-TZVPD basis.

Output
Energy relative to the best compared isomer or geometry (same formula, charge and spin) ... 131.2 kJ/mol
HOMO energy ... -4.46 eV
Total charge ... -1
Strongest force on any atom ... 4.9 eV/A
Frontier orbital gap ... 0.3105 hartree
E_tot ... -383.55655 Eh

Atoms and positions in Å:
O1 -0.3071 1.3657 0.5913
O2 1.1071 -0.7803 1.6601
O3 1.1201 -2.7808 0.6236
C1 0.0002 1.9122 -1.6365
C2 0.5776 -1.8156 1.0662
C3 -1.0157 -1.8850 0.9727
C4 0.6468 1.2686 -0.4363
H1 -1.5662 -1.4500 1.8015
H2 -1.0877 -2.9403 0.7783
H3 1.6037 1.6305 -0.2240
H4 -0.8291 2.3805 -1.1976
H5 -0.4258 1.3111 -2.3257
H6 -0.0532 0.5499 1.1666
H7 -1.4222 -1.4198 0.0721
H8 0.7793 2.4741 -2.2322
H9 0.8722 0.1790 -0.6800

These are the natural (NBO) partial charges, in e, on atoms 1 to 5: -0.79 -0.84 -0.73 -0.63 0.78


4.
2 unconnected molecules or ions with the total composition C4H9O3S in a non-equilibrium geometry. Source: the OMol25 dataset; level of theory: the ωB97M-V functional and the def2-TZVPD basis.

Output
Energy relative to the best compared isomer or geometry (same formula, charge and spin) ... 77.5 kJ/mol
HOMO energy ... -4.42 eV
Total charge ... -1
Strongest force on any atom ... 1.8 eV/A
Frontier orbital gap ... 0.2804 hartree
E_tot ... -781.77619 Eh

Atoms and positions in Å:
S1 -2.2779 -1.1738 -0.8830
O1 0.8591 0.0172 1.8868
O2 2.1833 -0.6307 0.1967
O3 0.6085 -1.6546 3.9422
C1 0.6438 1.0942 -0.3138
C2 0.0115 0.5025 -1.5417
C3 -1.5221 0.3856 -1.5341
C4 1.2087 -0.0037 0.6742
H1 -1.9405 1.2739 -1.0494
H2 -1.5405 -1.9608 -1.6996
H3 0.2574 -1.2095 3.1482
H4 1.5663 1.6404 -0.4896
H5 1.2694 -1.0051 4.2422
H6 0.3375 -0.5348 -1.7333
H7 0.2570 0.9805 -2.4870
H8 -1.9076 0.4668 -2.5528
H9 -0.0138 1.8117 0.1941

These are the natural (NBO) partial charges, in e, on atoms 1 to 5: -0.07 -0.82 -0.77 -0.99 -0.53


5.
2 unconnected molecules or ions with the total composition C4H9O4 in a non-equilibrium geometry. Source: the OMol25 dataset; level of theory: the ωB97M-V functional and the def2-TZVPD basis.

Output
Energy relative to the best compared isomer or geometry (same formula, charge and spin) ... 147.4 kJ/mol
HOMO energy ... -4.52 eV
Total charge ... -1
Strongest force on any atom ... 6.5 eV/A
Frontier orbital gap ... 0.3108 hartree
E_tot ... -458.81133 Eh

Atoms and positions in Å:
O1 0.5677 1.2532 1.7393
O2 1.5423 -0.5943 -0.7128
O3 -0.1102 -0.7485 2.4636
O4 0.2389 3.4464 0.4441
C1 -0.0165 0.1876 1.6608
C2 0.2174 -1.1120 -0.3115
C3 -0.7873 -0.1041 0.2445
C4 -0.2141 -1.7789 -1.6411
H1 -0.8423 0.7785 -0.4411
H2 -1.7911 -0.3991 0.4494
H3 0.3935 -1.9487 0.3706
H4 -1.2706 -2.1578 -1.6338
H5 -0.3365 -0.8995 -2.1991
H6 0.5591 2.5638 0.7176
H7 0.3187 -2.5527 -1.9252
H8 -0.2585 3.8599 1.1016
H9 1.7895 0.2062 -0.3269

These are the natural (NBO) partial charges, in e, on atoms 1 to 5: -0.79 -0.77 -0.76 -1.01 0.80


6.
2 unconnected molecules or ions with the total composition C4H9O4PS in a non-equilibrium geometry. Source: the OMol25 dataset; level of theory: the ωB97M-V functional and the def2-TZVPD basis.

Output
Structure (SMILES) ... COP(OC)SC.O=C=O
Energy relative to the best compared isomer or geometry (same formula, charge and spin) ... 0.0 kJ/mol
HOMO energy ... -8.31 eV
Strongest force on any atom ... 4.9 eV/A
Frontier orbital gap ... 0.3251 hartree
E_tot ... -1198.28802 Eh

Atoms and positions in Å:
S1 -1.4099 0.5152 0.5156
P1 -3.1254 -0.7284 -0.3242
O1 -3.1592 -1.4358 1.1422
O2 -4.9287 3.0545 -0.3175
O3 -2.4717 -1.8738 -1.2375
O4 -4.5906 3.1662 -2.5650
C1 -2.5806 -2.6790 1.4250
C2 -4.6995 3.0001 -1.4402
C3 -2.5453 0.9729 1.6715
C4 -1.6630 -1.6089 -2.4414
H1 -3.2817 0.1459 2.0767
H2 -2.8082 -3.4431 0.6016
H3 -2.0417 1.0232 2.6649
H4 -0.7712 -1.0197 -2.2203
H5 -2.9066 -2.9361 2.3643
H6 -1.3875 -2.6884 1.4152
H7 -2.3038 -1.2623 -3.1972
H8 -3.2062 1.7215 1.1951
H9 -1.4001 -2.6294 -2.7997

These are the natural (NBO) partial charges, in e, on atoms 1 to 5: -0.15 1.34 -0.84 -0.51 -0.86


7.
2 unconnected molecules or ions with the total composition C4H9O6P in a non-equilibrium geometry. Source: the OMol25 dataset; level of theory: the ωB97M-V functional and the def2-TZVPD basis.

Output
Energy relative to the best compared isomer or geometry (same formula, charge and spin) ... 157.3 kJ/mol
HOMO energy ... 0.01 eV
Total charge ... -2
Strongest force on any atom ... 5.7 eV/A
Frontier orbital gap ... 0.2330 hartree
E_tot ... -950.64534 Eh

Atoms and positions in Å:
P1 2.5539 0.2293 -0.1753
O1 2.3719 1.6545 0.6358
O2 2.4291 0.5435 -1.6492
O3 3.8476 -0.4010 0.3295
O4 1.6603 -1.6530 1.3581
O5 -2.8125 0.6139 1.4776
O6 -3.8379 0.1722 -0.9897
C1 0.1772 -1.2343 -0.6330
C2 -2.6731 0.9861 -0.8347
C3 1.0522 -0.6667 0.4951
C4 -2.2353 1.0552 0.3968
H1 2.5663 -1.7528 1.1190
H2 0.5525 -0.2225 1.3873
H3 1.4745 1.8393 0.7482
H4 -0.6817 -1.5667 -0.1638
H5 -1.1105 1.4593 0.6173
H6 0.6955 -2.0684 -1.1511
H7 -3.9034 0.1760 0.0369
H8 -2.1076 1.2101 -1.7904
H9 -0.0188 -0.3739 -1.2146

These are the natural (NBO) partial charges, in e, on atoms 1 to 5: 2.28 -1.02 -1.18 -1.19 -0.78


8.
2 unconnected molecules or ions with the total composition C4H9OP in a non-equilibrium geometry. Source: the OMol25 dataset; level of theory: the ωB97M-V functional and the def2-TZVPD basis.

Output
Energy relative to the best compared isomer or geometry (same formula, charge and spin) ... 303.1 kJ/mol
HOMO energy (spin up / spin down) ... -9.04 / -8.89 eV
Strongest force on any atom ... 3.1 eV/A
Frontier orbital gap (spin up / spin down) ... 0.2865 / 0.2815 hartree
E_tot ... -574.26301 Eh

Atoms and positions in Å:
P1 -0.3353 -2.1548 1.0172
O1 1.0482 0.2613 -1.5632
C1 -0.0379 0.3300 -0.9351
C2 -1.3322 -0.1041 -1.6186
C3 1.1871 1.2167 0.9571
C4 -0.0751 0.6805 0.4567
H1 -2.2777 0.4432 -1.5012
H2 0.8167 -2.7132 0.4614
H3 0.0901 -1.4091 2.0605
H4 -0.9248 0.7077 1.1771
H5 1.9742 0.5666 0.6775
H6 1.1710 1.1345 2.0647
H7 -1.5085 -1.1886 -1.3539
H8 1.3980 2.3213 0.8357
H9 -1.1940 -0.0920 -2.7359

These are the natural (NBO) partial charges, in e, on atoms 1 to 5: 0.12 -0.55 0.43 -0.72 -0.69


9.
2 unconnected molecules or ions with the total composition C4H9OPS in a non-equilibrium geometry. Source: the OMol25 dataset; level of theory: the ωB97M-V functional and the def2-TZVPD basis.

Output
Energy relative to the best compared isomer or geometry (same formula, charge and spin) ... 445.2 kJ/mol
HOMO energy (spin up / spin down) ... -8.31 / -8.07 eV
Strongest force on any atom ... 1.9 eV/A
Frontier orbital gap (spin up / spin down) ... 0.2882 / 0.2674 hartree
E_tot ... -972.45466 Eh

Atoms and positions in Å:
S1 -2.6737 0.1325 -0.1032
P1 -0.3590 -1.6816 0.1211
O1 2.5065 0.7993 -0.9102
C1 1.5480 0.3415 -0.3048
C2 1.2287 0.7838 1.1125
C3 0.6651 -0.6228 -0.9057
C4 -1.4116 0.9278 -0.9123
H1 0.7860 -0.8628 -1.9512
H2 1.9682 0.3771 1.8022
H3 -0.7597 -2.5676 -0.8776
H4 -2.3949 0.5764 1.1279
H5 -0.9298 1.7774 -0.4723
H6 0.5963 -2.5740 0.6257
H7 -1.4855 0.9148 -1.9859
H8 0.2388 0.4545 1.4246
H9 1.2965 1.8699 1.1646

These are the natural (NBO) partial charges, in e, on atoms 1 to 5: 0.19 0.30 -0.57 0.48 -0.72


10.
A single C4H9OPS2 molecule in a non-equilibrium geometry. Source: the OMol25 dataset; level of theory: the ωB97M-V functional and the def2-TZVPD basis.

Output
Energy relative to the best compared isomer or geometry (same formula, charge and spin) ... 141.4 kJ/mol
HOMO energy ... -8.55 eV
Strongest force on any atom ... 3.8 eV/A
Frontier orbital gap ... 0.3159 hartree
E_tot ... -1370.70040 Eh

Atoms and positions in Å:
S1 0.4411 0.5992 -0.6518
S2 2.6867 2.2997 -1.0616
P1 -0.6953 -1.4367 -0.7501
O1 -0.4138 -2.3299 -1.8374
C1 -2.5314 -1.0235 -0.4262
C2 2.0338 0.7915 -1.4487
C3 1.9248 3.0661 0.4155
C4 -0.1428 -1.9721 0.8906
H1 2.6268 3.8581 0.8754
H2 -2.8368 -2.0543 -0.0776
H3 1.6338 2.3333 1.1069
H4 -3.0739 -0.5849 -1.2183
H5 0.9346 -2.0131 0.8720
H6 0.9377 3.4059 0.2014
H7 -0.5919 -1.5431 1.8279
H8 -2.4968 -0.3308 0.3903
H9 -0.4366 -3.0654 0.8916

These are the natural (NBO) partial charges, in e, on atoms 1 to 5: -0.16 0.39 1.83 -1.05 -0.94


11.
A single C4H9OPS3 molecule in a non-equilibrium geometry. Source: the OMol25 dataset; level of theory: the ωB97M-V functional and the def2-TZVPD basis.

Output
Structure (SMILES) ... CC[C@H]1S[C@]1(S)P(O)S
Energy relative to the best compared isomer or geometry (same formula, charge and spin) ... 0.0 kJ/mol
HOMO energy ... -8.61 eV
Strongest force on any atom ... 5.1 eV/A
Frontier orbital gap ... 0.3313 hartree
E_tot ... -1768.93424 Eh

Atoms and positions in Å:
S1 -0.3633 -1.1665 1.4511
S2 2.4512 -4.2136 0.0270
S3 -0.5662 -2.0054 -1.4856
P1 2.1987 -1.9775 -0.1838
O1 2.5781 -1.5799 1.3206
C1 0.3882 -1.3153 -0.1525
C2 -0.9243 2.2554 0.3082
C3 -0.8845 0.8941 -0.4206
C4 0.1971 0.0677 0.2954
H1 -0.6266 1.1494 -1.4876
H2 2.3772 -2.1252 2.0601
H3 2.8751 -4.4465 -1.2334
H4 -0.8586 2.1559 1.4240
H5 1.1332 0.5362 0.4911
H6 -0.2358 -3.2955 -1.3251
H7 -1.8294 2.6443 0.2513
H8 -0.0999 2.9259 -0.0095
H9 -1.7112 0.3258 -0.3421

These are the natural (NBO) partial charges, in e, on atoms 1 to 5: 0.15 -0.39 0.02 1.08 -1.01


12.
A gas-phase ion, C4H9OS (charge -1) in a non-equilibrium geometry. Source: the OMol25 dataset; level of theory: the ωB97M-V functional and the def2-TZVPD basis.

Output
Structure (SMILES) ... [O-]CCCCS
Energy relative to the best compared isomer or geometry (same formula, charge and spin) ... 233.6 kJ/mol
HOMO energy ... -2.28 eV
Total charge ... -1
Strongest force on any atom ... 3.2 eV/A
Frontier orbital gap ... 0.1977 hartree
E_tot ... -631.16814 Eh

Atoms and positions in Å:
S1 2.4427 1.3350 -0.3860
O1 -3.0133 -1.8093 0.1458
C1 -1.1600 -0.3824 0.7463
C2 0.5688 1.3474 -0.0888
C3 0.0082 -0.0536 -0.1320
C4 -1.7301 -1.7517 0.2049
H1 0.1885 2.0671 -0.8425
H2 0.7581 -0.8868 0.0313
H3 -0.1407 -0.2154 -1.2379
H4 -0.6223 -0.3586 1.7752
H5 2.3374 0.0237 -0.7020
H6 -1.9118 0.3076 0.5110
H7 0.5572 1.6761 0.9104
H8 -1.1621 -2.4119 0.8667
H9 -1.1035 -2.0449 -0.6860

These are the natural (NBO) partial charges, in e, on atoms 1 to 5: -0.17 -0.91 -0.45 -0.44 -0.42


Question: Among the records above, which one has the highest E_tot?
Answer: number 2


Question: Look up the strongest force on any atom of the twelfth one.
Answer: 3.2 eV/A